{
  "formula": "C37H29IN3OTeW",
  "method": "ωB97M-V/def2-TZVPD",
  "symbols": ["W", "I", "Te", "O", "N", "N", "N", "C", "C", "C", "C", "C", "C", "C", "C", "C", "C", "C", "C", "C", "C", "C", "C", "C", "C", "C", "C", "C", "C", "C", "C", "C", "C", "C", "C", "C", "C", "C", "C", "C", "C", "C", "C", "C", "H", "H", "H", "H", "H", "H", "H", "H", "H", "H", "H", "H", "H", "H", "H", "H", "H", "H", "H", "H", "H", "H", "H", "H", "H", "H", "H", "H", "H"],
  "xyz": [[0.131987, 1.097306, -0.344290], [0.360653, 0.086931, -3.080157], [1.764079, -1.688859, -1.022895], [2.149954, 1.239026, -0.497106], [0.767991, 0.234734, 1.518708], [-1.550645, 1.714442, -1.132850], [-1.372674, -0.191358, 0.301962], [2.363266, -5.656267, 0.978176], [-0.480350, 3.875983, -1.668566], [0.039889, -0.941588, 3.523816], [0.684180, -6.997003, -0.013923], [-0.197627, -0.477848, 2.205216], [-1.012214, -1.701225, 4.137515], [1.319466, -0.758704, 4.114350], [-1.705789, 3.013487, -1.802466], [0.555265, 3.039076, 1.903067], [-3.251746, 0.778086, -2.608347], [-2.192579, -1.956057, 3.482616], [-2.998357, 1.831429, -3.562374], [1.489056, 5.099032, 1.282487], [0.213851, 2.774704, 0.620522], [-0.156501, 4.808529, -2.602300], [2.289026, -0.115221, 3.339362], [2.895438, 1.877514, -1.547474], [1.996687, -4.530750, 0.264134], [0.960678, 4.934586, -0.032223], [0.277619, -5.919518, -0.778501], [0.404335, -3.456712, -1.377900], [-4.038153, -0.363150, -2.848501], [1.274378, 4.183014, 2.254799], [-3.156649, -1.480403, -0.858109], [0.920359, -4.669112, -0.662232], [1.994659, 0.403538, 2.101145], [1.745641, -6.868806, 0.851305], [-2.453199, -1.422601, 2.198628], [-4.029944, -1.468066, -1.992144], [2.477294, -3.189779, 0.582239], [-2.527028, 0.822437, -1.420716], [0.602240, 5.943892, -2.181223], [-2.424822, -0.319524, -0.577988], [0.150504, 3.849545, -0.376513], [-1.394133, -0.771800, 1.544400], [-2.233873, 2.875413, -3.217118], [1.273809, 5.936270, -1.009627], [0.356421, 2.305380, 2.707986], [2.066880, 6.651029, -0.849094], [-2.869664, -2.614933, 3.914681], [1.675562, 4.268447, 3.260938], [-0.795308, -2.169159, 5.059365], [0.274110, -3.597477, -2.471607], [-4.581528, -0.427566, -3.795637], [1.995811, -2.770002, 1.489698], [2.298413, 1.986093, -2.473051], [-2.106288, 3.709856, -3.886990], [-3.428363, -1.479762, 1.740876], [3.159034, -5.455689, 1.704673], [2.720363, 0.988355, 1.540609], [0.209045, -7.948060, -0.118756], [-0.417755, 4.713252, -3.656180], [-3.051948, -2.332631, -0.232168], [0.750381, 6.739056, -2.902311], [-4.686789, -2.298137, -2.217801], [-0.620488, -3.242839, -0.965545], [-3.409328, 1.757292, -4.599304], [-2.439923, 3.580370, -1.186381], [-0.563851, -6.062613, -1.487052], [2.015669, 6.013715, 1.464757], [3.304588, -0.055341, 3.662336], [2.025191, -7.707426, 1.426507], [1.557764, -1.186741, 5.121209], [3.571552, -2.982526, 0.729857], [3.799496, 1.269049, -1.713778], [3.264915, 2.874365, -1.256737]],
  "forces_ev_per_a": [[0.7, -3.5, -0.9], [-0.4, 0.3, -0.4], [0.1, -3.3, 0.9], [-0.9, 0.4, -1.0], [0.3, -0.2, 1.3], [0.0, 2.1, -0.9], [0.4, 0.0, -0.3], [1.4, 1.1, 1.0], [-0.1, -1.3, 0.6], [-0.4, -0.4, 0.3], [0.1, 0.3, -0.5], [1.9, -0.2, 1.3], [0.4, 0.3, -1.1], [0.2, -0.1, -0.5], [-0.2, 0.0, 0.0], [0.5, -0.7, 1.6], [-0.4, -0.7, 0.4], [1.4, 1.2, -0.8], [-0.1, 0.7, -1.2], [0.1, 0.1, -0.7], [-2.2, 2.7, -0.5], [0.3, 1.1, 0.5], [-0.5, -0.9, 1.1], [0.3, -0.2, 0.2], [-2.1, -1.0, -1.4], [1.1, 1.2, -0.1], [-0.4, 0.6, -0.7], [-0.8, 0.6, -0.4], [0.2, -0.1, -0.1], [-0.3, 0.2, 0.4], [-1.0, 1.2, -1.2], [0.8, -0.4, 0.8], [-1.6, 0.1, -1.0], [-0.4, 0.2, -0.3], [1.3, 0.4, -0.1], [0.8, 0.7, 0.9], [0.7, 2.9, 0.3], [0.2, -2.3, 0.4], [0.6, -0.8, -1.5], [-1.2, -0.2, -1.5], [1.1, 0.4, 0.8], [-0.6, 0.4, 0.0], [-0.6, -0.4, 0.4], [-0.7, -0.2, 0.5], [0.3, 0.4, -0.7], [-0.3, 0.4, 0.5], [-1.3, -0.8, 0.8], [-0.2, 0.3, -0.1], [0.0, -0.3, 1.0], [0.2, 0.2, 0.6], [0.0, 0.1, 0.4], [0.1, -0.3, -0.3], [0.5, -0.1, 0.4], [0.1, -0.1, -0.1], [0.0, -0.2, -0.1], [-0.2, -0.6, -0.1], [-0.3, -0.2, 0.0], [-0.3, -0.4, -0.1], [-0.5, 0.3, 0.5], [0.0, -0.7, 0.2], [0.2, -0.1, 0.0], [0.2, -0.1, 0.1], [0.9, 0.4, -0.4], [0.3, 0.0, 1.1], [-0.1, -0.1, -0.4], [0.6, 0.3, 0.5], [0.4, 0.2, 0.2], [0.4, 0.2, 0.4], [0.5, -0.7, 0.6], [-0.3, 0.5, -1.1], [-0.9, -0.6, -0.3], [-0.3, 0.1, -0.3], [-0.4, -0.2, 0.2]],
  "homo_energy_ha": [-0.3599, -0.3598],
  "multiplicity": 3,
  "gap_ha": [0.2048, 0.1415],
  "charge": 1
}

***

{
  "formula": "C29H66F6N6O15P",
  "method": "ωB97M-V/def2-TZVPD",
  "symbols": ["P", "F", "F", "F", "F", "F", "F", "O", "O", "O", "O", "O", "O", "O", "O", "O", "O", "O", "O", "O", "O", "O", "N", "N", "N", "N", "N", "N", "C", "C", "C", "C", "C", "C", "C", "C", "C", "C", "C", "C", "C", "C", "C", "C", "C", "C", "C", "C", "C", "C", "C", "C", "C", "C", "C", "C", "C", "H", "H", "H", "H", "H", "H", "H", "H", "H", "H", "H", "H", "H", "H", "H", "H", "H", "H", "H", "H", "H", "H", "H", "H", "H", "H", "H", "H", "H", "H", "H", "H", "H", "H", "H", "H", "H", "H", "H", "H", "H", "H", "H", "H", "H", "H", "H", "H", "H", "H", "H", "H", "H", "H", "H", "H", "H", "H", "H", "H", "H", "H", "H", "H", "H", "H"],
  "xyz": [[-0.268103, -0.040237, -0.586436], [-0.097013, -1.367887, 0.306924], [-1.252073, -0.838657, -1.572916], [-0.415323, 1.290183, -1.515396], [0.713427, 0.811683, 0.401044], [1.032487, -0.447327, -1.505276], [-1.526523, 0.432833, 0.333014], [2.130977, 5.447153, -0.714096], [-0.229113, 0.051893, -5.829756], [-5.760443, -0.831997, -2.652786], [3.969717, 2.357563, -2.934166], [-6.052623, 0.519803, -0.264136], [-1.008763, 2.964893, 3.657894], [1.445207, 4.335843, 1.111794], [3.430867, -5.472727, -0.779136], [6.173367, 0.928263, 2.085074], [-3.314763, 6.296233, -2.406616], [0.143857, -2.886447, 3.560924], [3.122787, -3.310947, -1.321026], [5.048047, -4.218647, -1.918136], [-1.997883, -4.619797, -2.207776], [3.636587, 4.516963, 0.761984], [0.494167, -0.901827, 4.624764], [0.164157, -1.848357, -4.680896], [4.802667, -0.899487, 1.966124], [-2.793663, -4.156877, -0.075836], [-2.443413, 4.469813, -3.480426], [-2.395233, 3.527233, 1.970134], [1.984487, -3.696267, -0.573336], [-3.993193, -5.063327, -0.034066], [-3.566753, 4.203443, -4.371446], [4.418367, 3.780003, 2.909044], [2.343167, 4.800293, 0.292654], [2.262207, -5.087507, -0.109056], [-4.446373, -1.042877, -2.601336], [3.972477, -4.351067, -1.349206], [1.066527, -2.645557, -3.852066], [2.029707, 3.616513, 2.168554], [3.514037, 3.552233, 1.749034], [3.148407, 2.311973, -1.791196], [5.668347, -0.088897, 2.592264], [-2.830133, 3.325123, 0.582884], [-3.312943, 4.402553, 2.793414], [0.959267, -1.538127, 5.846584], [4.397297, -2.070397, 2.752524], [-2.769603, -3.212657, 1.043324], [-1.208973, -2.341857, -4.967236], [0.099077, -1.655167, 3.582754], [-1.952093, -4.012277, -1.107296], [2.423157, -5.265317, 1.380074], [4.163767, -0.694497, 0.675044], [0.481877, -0.627017, -5.121746], [0.596917, 0.568543, 4.484234], [-2.470333, 5.399483, -2.475636], [-1.374003, 3.473443, -3.608876], [-4.833963, 0.260533, 0.472674], [-1.344273, 2.901863, 2.459004], [-0.471003, 3.821903, -3.107616], [-2.165763, 2.655643, 0.036534], [1.065607, -2.621567, 5.900844], [-4.800003, -0.683947, 1.015734], [-4.314043, -5.449017, 0.933614], [2.306767, 3.002323, -1.735006], [2.005267, 4.091723, 3.149214], [1.479247, -0.423317, -4.702256], [1.508917, 2.683773, 2.385064], [-4.202083, 5.086793, -4.435766], [-1.738683, -3.076567, 1.370114], [0.874677, -3.716037, -3.925276], [-6.085473, -0.311967, -1.914186], [5.475437, 3.597443, 2.715684], [3.713797, 2.570723, 1.319114], [2.125057, -2.450867, -4.024426], [-4.195783, 3.418973, -3.950696], [-4.886803, -4.559497, -0.402476], [-3.852503, -5.938837, -0.667936], [-6.835643, 0.327163, 0.256814], [-3.938803, 0.174573, -0.143276], [3.824637, 2.548393, -0.969656], [-1.859093, -2.400437, -4.094306], [-3.352663, -3.507217, 1.915884], [3.307497, -2.080767, 2.770724], [4.184377, 2.957873, 3.585404], [4.537157, -1.949707, 3.826754], [3.571427, 1.810413, -3.615036], [-4.363033, 4.136663, 2.672134], [-3.192903, 5.428983, 2.446804], [-1.801463, -1.808387, -5.710516], [3.277587, -4.649337, 1.660464], [-3.068943, -2.235727, 0.663714], [0.308717, -1.218407, 6.660634], [-1.540873, 5.335663, -1.888916], [-4.599863, 1.069293, 1.164924], [-3.840143, 2.916413, 0.552624], [4.189897, -1.651587, 0.154084], [4.560957, 0.087453, 0.027814], [1.580857, 0.893543, 4.822374], [-0.095913, 1.139753, 5.102144], [1.861217, -3.050177, 0.295834], [5.969777, -0.436017, 3.592684], [-4.225793, -1.497407, -3.567176], [2.840677, 1.266323, -1.786946], [-3.171403, 4.031023, -5.372476], [4.683157, -3.004037, 2.268074], [-4.149713, -1.722037, -1.802066], [-3.066323, 4.368123, 3.854584], [-0.269043, -1.038057, 2.748564], [-1.637133, 2.490363, -3.218466], [1.512307, -4.810787, 1.769764], [-0.816543, 2.287803, 1.712934], [1.391047, -5.620847, -0.489486], [0.532257, 0.873993, 3.439904], [4.284777, 4.754973, 3.377744], [-3.776483, -0.183097, -2.589236], [-1.207583, 3.401613, -4.683706], [2.551137, -6.329297, 1.579264], [0.938747, -2.325807, -2.817886], [-1.174223, -3.266537, -0.881466], [1.033977, -3.745867, -1.104536], [-1.207553, -3.401907, -5.221006], [1.947297, -1.194517, 6.152904], [3.142007, -0.361627, 0.857574], [-2.862823, 4.179163, -0.093616]],
  "forces_ev_per_a": [[0.8, 1.2, -1.1], [0.2, -0.1, 0.2], [-0.1, -0.1, 0.0], [-0.4, -0.1, 0.4], [0.1, -0.4, 0.2], [-0.4, -0.3, 0.6], [-0.1, -0.3, -0.1], [0.3, -1.2, 1.8], [0.2, 0.8, -0.1], [-3.4, 0.7, -0.3], [0.4, 0.9, -1.0], [1.0, -0.1, 0.1], [0.0, 0.0, -1.3], [-1.7, -0.3, 0.6], [1.6, 0.8, -1.1], [-0.9, -1.2, 1.0], [0.7, -1.1, 0.6], [-0.2, 0.8, -0.2], [-0.5, -0.3, 0.3], [-2.0, -1.2, 1.6], [0.0, 1.0, 2.4], [-1.7, 1.1, -1.5], [0.4, 0.1, -0.1], [-1.7, -1.2, -0.7], [0.5, -0.6, 1.6], [-2.2, -1.4, 1.7], [0.0, -0.5, 0.6], [-2.6, 1.5, -0.8], [-0.7, 0.8, 1.1], [0.4, 0.2, -1.3], [-0.1, 1.2, 0.6], [0.7, -0.6, 0.5], [2.1, 2.0, -2.2], [-1.2, -0.8, 0.4], [2.7, -0.9, -0.9], [2.2, 0.4, -2.1], [-0.3, 0.6, 0.8], [1.1, -0.4, 1.1], [-0.4, -1.5, 0.7], [0.5, -1.1, 0.2], [1.3, 2.0, -1.8], [0.1, -0.3, -0.5], [1.1, -0.4, -0.5], [0.3, 0.7, 1.0], [-1.9, 0.6, -0.8], [1.2, 0.8, -0.5], [-0.1, -1.0, 0.7], [0.1, -0.7, 0.0], [-0.1, -1.2, -2.2], [-0.3, 0.5, -1.1], [-0.4, 0.1, 0.2], [0.3, -0.8, 0.5], [0.5, -0.5, 0.5], [-0.4, 0.6, -2.1], [-0.2, 0.6, 0.0], [0.3, 0.0, 0.4], [0.7, -0.3, 2.0], [0.0, 0.0, 0.0], [0.0, -0.3, 0.5], [-0.6, 0.1, -0.9], [-0.7, -0.1, 0.1], [0.9, 0.4, 0.4], [-0.1, 0.0, -0.5], [-0.5, 1.0, -0.2], [0.2, 1.0, -0.5], [0.2, -0.2, -0.8], [0.1, 0.1, 0.1], [0.0, -0.1, 0.2], [-0.1, 0.1, -0.3], [0.2, 0.2, 0.3], [0.0, 0.3, -0.5], [0.2, -0.1, -0.1], [-0.1, 0.1, -0.6], [0.1, -0.4, -0.4], [0.1, 0.3, -0.3], [0.3, 0.2, -0.1], [0.2, -0.1, 0.3], [-0.5, 0.3, -0.8], [-0.2, -0.2, 0.2], [0.3, 0.6, 0.6], [-0.1, -0.3, -0.4], [-0.4, -0.2, -0.4], [-0.2, 0.2, 0.5], [1.1, -0.2, -0.2], [0.0, 0.1, 0.0], [0.1, -0.3, -0.2], [0.0, 0.0, 0.0], [0.9, 0.3, -0.1], [0.1, -0.3, 0.4], [-0.4, 0.1, 0.3], [-0.2, -0.1, 0.2], [-0.2, 0.2, 0.4], [-0.3, 0.0, 0.2], [0.0, -0.1, 0.1], [-0.2, 0.2, -0.2], [0.7, -0.2, 0.5], [0.3, -0.2, 0.0], [-0.4, -0.3, -0.3], [0.0, 0.4, -0.2], [-0.1, 0.0, 0.0], [0.5, -0.5, 0.1], [-0.7, 0.1, 1.1], [-0.2, -0.5, 0.1], [0.5, 0.0, 0.5], [0.3, -0.2, 0.2], [0.2, -0.2, -0.2], [0.0, -0.2, -0.1], [-0.1, 0.0, 0.0], [0.0, -0.4, 0.7], [0.0, 0.1, 0.1], [0.4, -1.0, 0.2], [-0.4, -0.2, 0.1], [-0.1, -0.1, 0.0], [-0.2, 0.5, 0.4], [0.4, -0.3, 0.1], [0.0, 0.2, 0.5], [-0.2, -0.3, 0.2], [-0.1, 0.0, -0.1], [0.4, 0.8, -0.6], [0.5, -0.1, -0.5], [0.2, 0.4, -0.3], [-0.4, -0.4, -0.1], [0.1, 0.8, 0.7]],
  "homo_energy_ha": -0.2502,
  "gap_ha": 0.3225,
  "charge": -1
}

***

| no. | F_max (eV Å⁻¹) |
| --- | --- |
| 1 | 3.67 |
| 2 | 3.62 |